# 1
115
Properties=species:S:1:pos:R:3:forces:R:3 method="wB97M-V/def2-TZVPD" gap_ev=8.48 homo_energy_ha=-0.2482 total_charge=-1 lumo_ev=1.726 energy_ev=-177138.4180
S -3.733 -4.394 -0.931 -0.31 -0.33 -1.22
S 2.036 4.852 1.888 -0.95 -0.61 0.37
S 1.376 -2.012 -4.339 0.84 -1.32 0.33
S 4.867 1.127 -2.547 0.39 -0.69 -0.33
S 3.198 0.706 2.984 1.07 -0.90 -0.82
S 0.474 1.434 4.851 -1.37 -1.11 1.45
S -0.026 2.409 -5.143 0.28 0.67 -0.47
S 2.453 -4.210 1.567 0.21 -1.25 0.00
S -1.715 -3.872 3.579 0.99 0.27 -0.22
S -4.546 0.390 0.667 0.01 0.35 0.54
S -2.590 4.005 -1.511 -0.57 0.12 0.44
F -0.894 -1.341 -0.253 0.32 0.61 0.29
F 0.340 0.514 -0.894 -0.61 -0.12 0.08
F -0.702 0.513 1.124 0.63 -0.23 0.30
F -1.997 0.564 -0.787 2.36 -0.22 0.46
O -5.863 0.819 1.266 0.50 -0.19 -0.69
O 4.353 1.172 2.134 -0.33 -0.30 0.89
O -0.446 2.188 -6.566 -0.05 -0.22 0.62
O 1.657 5.815 0.824 0.28 -0.04 -0.43
O -3.591 4.864 -0.792 0.66 -0.37 -0.04
O -1.082 -4.931 2.722 -0.17 0.37 0.28
O 0.529 0.569 6.112 0.44 0.90 -1.16
O 3.879 -4.161 1.083 -0.99 0.36 -0.04
O -4.125 -5.409 -1.988 0.20 0.82 0.92
O 5.510 -0.210 -2.793 -0.27 0.64 0.36
O 2.657 -2.643 -4.805 -0.59 0.51 -0.23
C -2.105 -2.532 2.419 -0.72 -0.70 -0.09
C 1.250 -2.552 -2.609 -0.65 -0.21 -0.72
C -1.016 3.931 -0.589 0.21 0.96 -0.77
C -1.232 1.122 4.300 -0.32 0.14 -0.57
C -0.940 1.361 -4.028 0.71 -1.87 0.46
C -4.747 -2.919 -1.196 0.07 0.19 0.87
C -3.299 1.467 1.474 -0.48 -0.08 -0.22
C 1.928 -5.973 1.330 -0.46 0.04 -0.19
C 3.516 0.823 -1.377 -0.02 -0.20 -0.58
C 1.320 -3.491 0.324 0.65 -0.28 0.46
C 0.224 3.157 5.408 0.05 -0.54 0.67
C -4.395 1.040 -1.038 -1.11 -0.35 0.64
C -2.004 4.991 -2.899 0.51 0.20 -0.41
C -0.391 -2.962 4.432 -0.12 0.21 0.57
C 3.701 -0.362 4.397 -0.12 0.78 0.17
C 1.608 1.605 -4.949 -2.39 0.48 -0.72
C 2.031 3.154 1.225 0.01 0.19 -1.04
C 0.040 -3.054 -5.007 0.38 -0.12 -0.06
C -2.198 -3.664 -1.542 0.19 -0.43 0.31
C 2.511 -0.638 2.015 -0.88 -0.70 -0.36
C 0.494 4.646 2.845 0.53 -0.38 -0.60
C 3.905 1.431 -4.044 1.83 -0.30 0.75
B -0.826 0.077 -0.188 0.98 -0.53 -0.88
H -4.731 2.061 -0.872 0.15 0.22 -0.68
H -2.337 -1.563 2.859 0.36 -0.04 0.19
H 2.925 -0.012 -1.756 0.17 -0.23 0.08
H 2.226 -2.469 -2.141 0.00 0.59 -0.09
H 0.249 -4.108 -4.818 0.17 0.09 0.34
H 1.617 0.689 -5.539 -0.25 -0.12 0.09
H 1.727 -1.192 2.540 0.08 0.22 0.33
H 2.909 3.028 0.589 0.20 0.15 0.36
H 0.097 -2.945 -6.090 -0.30 0.33 0.03
H 3.737 -1.430 4.202 0.14 0.07 -0.30
H 1.451 -6.091 0.356 0.08 0.13 -0.04
H 0.327 -2.472 3.774 -0.22 -0.10 -0.30
H -2.874 5.374 -3.430 -0.19 -0.22 0.18
H 0.592 3.850 4.654 -0.16 -0.41 2.05
H -4.482 -2.168 -0.445 0.59 0.06 -0.19
H -3.660 1.611 2.491 -0.09 -0.30 0.05
H -5.785 -3.097 -0.915 -0.08 -0.48 -0.63
H -4.575 -2.550 -2.203 -0.33 -0.01 -0.06
H -0.835 3.318 5.597 0.00 0.09 0.12
H -1.370 0.096 3.959 0.58 -0.10 0.18
H -1.803 -2.893 -0.879 -0.31 -0.14 -0.12
H -5.067 0.468 -1.677 -0.44 0.12 0.21
H 1.627 -3.861 -0.653 -0.03 0.04 0.22
H -1.316 -2.525 1.670 0.02 0.29 0.14
H 1.430 -2.415 0.418 0.01 0.04 -0.30
H -1.000 3.539 0.423 -0.77 -0.40 -0.13
H 2.309 2.294 -5.413 -0.25 -0.01 0.19
H 4.032 0.573 -0.452 -0.23 0.04 0.17
H 4.645 0.024 4.778 0.09 -0.08 -0.17
H 3.524 2.451 -3.998 0.08 -0.33 0.17
H -1.431 4.373 -3.591 -0.03 -0.18 0.06
H 2.031 2.365 1.976 -0.09 0.58 0.14
H 0.370 5.523 3.477 -0.08 0.04 -0.02
H -0.370 4.497 2.202 0.10 0.31 -0.31
H 0.441 -1.982 -2.154 0.24 0.07 0.44
H 0.999 -3.614 -2.588 -0.08 0.04 -0.25
H 2.030 -0.288 1.100 0.16 0.50 0.08
H 3.175 0.632 -4.169 0.93 0.10 0.27
H 1.808 1.395 -3.900 -0.92 0.50 -0.39
H -3.243 2.463 1.030 -0.15 -0.07 -0.28
H -1.377 5.849 -2.650 -0.08 -0.07 0.46
H -0.926 -2.784 -4.584 -0.03 0.15 -0.17
H -2.019 1.470 -3.985 0.03 0.43 -0.30
H 2.769 -6.663 1.367 0.36 0.48 0.11
H -1.548 1.715 3.437 0.31 0.31 0.22
H -0.520 1.367 -3.015 -0.06 0.76 0.00
H 4.614 1.352 -4.867 0.20 0.09 0.07
H -0.365 3.328 -1.224 0.11 -0.03 0.07
H 0.174 -3.568 5.140 -0.20 -0.44 -0.23
H -1.507 -4.508 -1.559 0.07 0.01 -0.03
H -0.676 0.329 -4.294 -0.47 -0.01 -0.40
H -0.638 4.955 -0.535 0.18 -0.05 0.00
H -2.315 -3.292 -2.559 -0.24 0.02 0.01
H -3.036 -2.870 1.957 0.10 0.02 -0.22
H 1.190 3.000 0.548 -0.29 0.21 0.22
H 1.203 -6.296 2.078 -0.05 0.40 0.11
H -2.333 0.968 1.425 -0.70 0.40 0.34
H -0.896 -2.217 5.054 0.00 0.16 -0.17
H 3.270 -1.368 1.724 0.36 0.27 0.22
H 0.288 -3.754 0.551 0.07 -0.22 0.15
H 2.820 1.653 -1.266 0.29 0.26 0.07
H -1.911 1.275 5.139 0.19 0.17 0.13
H 0.577 3.749 3.461 0.19 0.55 -1.90
H 2.947 -0.146 5.159 -0.06 -0.20 0.02
H 0.804 3.242 6.324 -0.04 -0.08 0.09
H -3.383 0.851 -1.392 -1.24 0.80 -0.05


# 2
7
Properties=species:S:1:pos:R:3:forces:R:3 method="wB97M-V/def2-TZVPD" gap_ev=8.94 homo_energy_ha=-0.3430 e_above_lowest_kcal_mol=95.2 smiles="N=C=O.N=O" lumo_ev=-0.389 energy_ev=-8141.2416
O -1.035 -1.254 0.979 0.40 -1.57 1.54
O 2.570 0.504 -0.811 -1.54 -1.41 3.23
N -1.651 0.304 -0.611 -1.01 2.13 -2.18
N 2.285 0.472 0.381 0.47 0.49 -0.90
C -1.454 -0.501 0.220 0.32 -0.07 0.26
H -2.395 0.867 -0.999 0.32 -0.47 0.38
H 1.681 -0.391 0.841 1.04 0.91 -2.33


# 3
25
Properties=species:S:1:pos:R:3:forces:R:3 method="wB97M-V/def2-TZVPD" gap_ev="4.40 / 6.00" homo_energy_ha="-0.1688 / -0.2307" multiplicity=7 e_above_lowest_kcal_mol=25.2 lumo_ev="-0.191 / -0.275" energy_ev=-48979.3344
Eu -0.136 0.230 -0.464 -0.03 -1.39 0.51
S 1.007 -1.053 1.884 -1.28 -0.35 0.97
P 0.263 3.249 -1.277 -0.54 0.61 -0.42
O 0.388 -2.166 1.014 0.02 -0.03 -0.51
C -2.408 0.286 -2.032 0.41 -0.53 0.16
C -1.917 -1.800 -1.100 0.35 0.59 0.37
C -2.544 -1.000 -0.112 -0.09 0.87 -0.11
C 2.378 -1.932 2.717 -0.25 0.04 -0.74
C -2.841 0.299 -0.679 0.10 -0.90 0.00
C -1.817 -1.007 -2.272 -0.19 0.62 -0.16
C 2.326 0.476 1.086 1.25 1.17 -0.96
H 0.198 3.721 -2.644 0.34 -0.27 0.78
H 1.564 3.671 -0.878 -0.43 0.32 -0.27
H 1.789 -2.818 3.026 0.75 0.39 0.21
H -2.490 1.109 -2.757 -0.05 -0.55 0.39
H -0.575 4.314 -0.769 0.70 -0.53 -0.09
H 2.270 0.881 0.024 0.24 -0.32 1.00
H 2.148 1.281 1.807 0.03 0.02 -0.19
H -1.402 -1.312 -3.228 -0.05 -0.05 0.16
H 3.316 0.044 1.249 -0.07 0.22 -0.25
H 2.800 -1.336 3.544 -0.38 -0.36 -0.27
H -1.417 -2.761 -0.892 -0.58 0.58 -0.32
H -2.717 -1.277 0.931 0.02 0.01 -0.44
H -3.359 1.118 -0.183 0.08 -0.25 -0.08
H 3.176 -2.218 2.006 -0.35 0.06 0.25


# 4
49
Properties=species:S:1:pos:R:3:forces:R:3 method="wB97M-V/def2-TZVPD" gap_ev=10.31 homo_energy_ha=-0.3693 e_above_lowest_kcal_mol=38.1 smiles="C#CC[C@@](C#C)(CC(=O)Br)OC(=O)OB(O)O.COC(=O)OC.COC(=O)OC" lumo_ev=0.257 energy_ev=-111165.3785
Br 0.553 -0.991 -6.623 -0.54 -0.08 0.90
O -0.426 4.138 2.494 -0.24 0.07 0.17
O 3.499 -2.366 -2.714 -1.10 0.48 -1.84
O -2.800 -1.895 2.342 0.25 0.15 0.10
O 0.065 1.052 -4.838 -0.19 -2.62 -0.69
O -2.494 3.668 3.302 0.17 0.27 0.02
O -1.869 -2.014 4.408 -0.01 0.12 -0.31
O -1.667 5.643 3.653 -0.04 -0.29 -0.09
O 5.601 -3.167 -3.662 -1.02 1.03 1.71
O 5.522 -0.839 -2.913 -1.55 -1.19 -0.68
O -1.012 -0.732 2.743 -0.25 -0.18 -0.03
O 2.932 -0.863 -4.301 -1.24 -1.65 0.48
O 1.362 -2.488 -3.724 1.41 1.37 0.86
C 0.022 -0.316 3.635 0.40 0.16 0.21
C -0.562 -3.104 -2.397 0.89 -0.61 0.27
C 0.331 -1.893 -2.912 -2.41 -0.66 1.46
C -0.607 6.586 3.503 0.26 0.32 0.00
C 1.036 0.410 -1.792 2.18 -0.77 -0.72
C -0.041 -0.153 -4.933 -0.10 3.03 1.64
C -1.427 4.451 3.089 -0.13 0.02 0.06
C -2.376 2.357 2.751 -0.05 -0.38 -0.16
C 0.831 -1.148 -1.597 -1.15 1.76 0.96
C -1.891 -1.590 3.280 0.01 0.01 -0.07
C 1.610 1.453 -2.097 -0.49 -0.73 -0.08
C -1.084 -4.105 -1.913 0.48 1.59 0.52
C 2.583 -1.819 -3.643 1.59 0.75 0.42
C -0.683 -0.940 -3.717 -0.54 -1.67 -1.43
C -3.807 -2.808 2.777 -0.33 -0.27 0.05
B 4.854 -2.073 -3.093 1.62 -0.37 -0.51
H -0.029 -1.222 -0.848 1.09 -0.14 -1.07
H 5.663 -0.457 -3.803 0.19 -0.14 0.71
H -1.283 -0.253 -3.035 1.34 -0.61 -0.92
H 0.303 6.222 3.983 -0.04 -0.05 -0.18
H -4.380 -2.385 3.603 0.16 -0.10 0.03
H -0.398 0.208 4.495 0.02 -0.21 0.02
H -4.482 -2.980 1.939 0.22 0.19 -0.07
H 2.132 2.373 -2.480 -1.13 -1.51 0.84
H 0.671 0.375 3.096 -0.24 -0.09 -0.19
H -0.912 7.509 3.996 -0.21 -0.21 0.02
H 6.203 -3.516 -2.973 -0.17 0.26 -0.81
H -0.428 6.800 2.448 0.09 -0.15 0.09
H 0.619 -1.170 3.957 -0.17 0.05 0.10
H -1.537 1.825 3.200 0.01 0.15 -0.17
H -3.292 1.813 2.983 -0.01 0.28 0.11
H -1.462 -1.643 -4.173 1.11 0.89 0.46
H -2.269 2.403 1.666 0.17 -0.01 0.12
H -1.530 -4.831 -1.192 0.58 0.91 -1.49
H -3.363 -3.763 3.065 -0.01 0.15 0.13
H 1.713 -1.637 -1.081 -0.88 0.66 -0.95